Record 1
Molecular formula: C44H58N4O6P2STi
Method: DFT, ωB97M-V/def2-TZVPD

ORCA input file:
```
! wB97M-V def2-TZVPD RIJCOSX def2/J DEFGRID3
* xyz 0 1
Ti -0.936 0.999 0.367
S -1.329 2.777 2.182
P 0.953 -1.748 0.236
P 0.144 2.751 -1.199
O -2.298 2.091 1.084
O -0.025 1.950 1.697
O -1.626 -0.226 2.425
O -1.162 4.165 1.806
O -1.879 1.001 -1.341
O -4.075 1.453 -1.407
N 2.493 -1.378 -0.302
N 1.023 -2.153 1.831
N 0.014 -0.518 0.027
N 0.420 -3.085 -0.574
C 3.480 -2.737 2.714
C 0.198 -5.533 -0.656
C 4.415 0.178 -0.147
C -2.222 -1.448 2.940
C 3.602 4.343 0.210
C 1.897 2.799 -3.426
C -2.355 -3.843 2.111
C 0.945 2.077 -2.708
C 1.071 -3.482 2.442
C -1.016 4.975 -2.452
C -0.824 -5.409 -1.786
C -1.259 3.714 -1.911
C -5.676 1.181 3.836
C 1.187 0.255 -4.278
C -2.931 1.806 -1.533
C 2.493 2.251 -4.557
C 3.228 5.573 0.737
C 1.909 5.990 0.635
C -2.907 -0.122 3.103
C -3.721 -1.979 1.135
C -4.847 1.420 2.570
C 2.888 0.047 -0.222
C 2.655 3.550 -0.418
C -4.056 0.182 2.241
C 0.960 5.189 0.009
C -3.590 3.967 -2.498
C 3.028 -1.312 3.053
C 2.937 -1.996 -1.581
C 2.420 -3.744 3.156
C -1.514 -4.046 -1.764
C -2.046 5.729 -2.994
C 2.142 0.977 -4.984
C 1.158 -4.354 -0.703
C -3.340 5.231 -3.005
C 1.328 3.966 -0.542
C -0.512 -2.902 -1.713
C 4.209 -1.326 -2.106
C -5.722 1.896 1.419
C 0.592 0.798 -3.147
C 5.104 -0.934 -0.940
C 1.521 -1.136 2.778
C -2.563 3.200 -1.967
C -2.793 -2.415 1.994
C -4.337 -0.656 1.239
H -2.140 -3.926 -2.650
H 2.612 0.548 -5.862
H 3.221 -1.098 4.108
H 1.936 -4.430 0.056
H -6.568 1.220 1.259
H 3.960 -0.440 -2.699
H 4.439 -2.958 3.187
H 2.278 -3.655 4.238
H -4.583 3.538 -2.512
H 0.260 -3.549 3.173
H 1.604 6.938 1.060
H 4.754 0.170 0.890
H -2.405 -4.168 3.156
H 0.948 -1.273 3.701
H -1.646 -1.843 3.771
H -2.991 -4.510 1.526
H 2.431 0.500 0.655
H 1.667 -4.370 -1.674
H 1.278 -0.136 2.428
H 4.710 -2.025 -2.777
H -4.122 -2.667 0.395
H -5.157 1.966 0.485
H -1.324 -3.976 1.781
H -1.834 6.709 -3.405
H 0.758 -6.467 -0.745
H -1.015 -1.946 -1.622
H 2.498 0.588 -1.084
H 0.861 -4.238 1.697
H -0.010 5.379 -2.453
H 2.182 3.793 -3.105
H -0.073 5.510 -0.016
H 2.747 -4.769 2.970
H -5.056 0.900 4.691
H -5.119 -0.411 0.529
H -6.399 0.378 3.663
H 4.697 1.150 -0.564
H -4.128 2.215 2.790
H -0.134 0.225 -2.590
H 3.630 -2.808 1.632
H 3.233 2.824 -5.102
H -2.167 -3.967 -0.893
H 0.901 -0.738 -4.606
H 0.073 -2.890 -2.644
H -0.313 -5.546 0.311
H -6.227 2.084 4.113
H 2.962 2.603 -0.835
H -1.558 -6.215 -1.729
H 5.258 -1.809 -0.301
H -6.130 2.882 1.648
H 2.152 -1.952 -2.345
H -0.301 -5.527 -2.743
H 3.960 6.198 1.235
H 3.167 -3.043 -1.406
H 6.088 -0.612 -1.282
H -2.804 0.414 4.037
H 3.609 -0.593 2.473
H -4.150 5.821 -3.418
H 4.627 4.001 0.288
*
```

The calculation puts the total energy at -4312.45481 Ha. As for the energy relative to the best compared isomer or geometry (same formula, charge and spin): 2.7094 eV. As for the LUMO energy: 0.021 Eh. As for the HOMO energy: -8.2 eV.


Record 2
Molecular formula: C44H59F7N14O5S
Method: DFT, ωB97M-V/def2-TZVPD

ORCA input file:
```
! wB97M-V def2-TZVPD RIJCOSX def2/J DEFGRID3
* xyz 0 1
S -1.916 -1.201 -2.085
F -3.262 0.996 -2.212
F -3.822 -0.232 -0.588
F -3.243 2.134 1.260
F -2.490 0.180 1.732
F -0.579 0.700 -0.380
F -1.231 1.855 1.727
F -1.812 2.341 -0.883
O -2.966 -2.067 -2.562
O -1.184 -0.662 -3.196
O 1.600 -4.367 -0.281
O -2.497 -2.529 0.756
O 0.766 -2.578 -2.516
N -3.487 2.634 -7.785
N -5.393 6.171 -1.005
N 2.476 6.144 -0.784
N 7.381 9.198 -1.961
N -4.894 -2.073 4.586
N -2.690 -6.161 4.294
N 8.462 4.894 -0.802
N -0.471 5.584 2.335
N -4.970 -6.651 0.158
N 4.827 -0.504 -0.810
N 4.989 -6.751 2.757
N -8.085 -5.731 -3.399
N 5.178 7.460 4.145
N 3.389 3.487 0.005
C 4.876 -7.932 5.077
C 1.879 -3.306 3.444
C -5.166 -3.277 6.881
C -3.649 1.320 -5.540
C 4.086 7.799 1.803
C -5.242 -5.719 -0.440
C -3.558 2.059 -6.804
C 0.883 -2.649 1.181
C -0.584 -5.807 -2.299
C -9.428 -3.530 -3.029
C -1.376 -2.294 0.482
C 1.676 5.347 -0.632
C 5.908 3.514 -0.673
C -4.880 3.620 -1.142
C -3.478 -5.522 3.773
C -5.590 -4.516 -1.203
C 0.909 -3.865 -3.173
C 5.538 7.387 -1.607
C -8.663 -4.766 -3.231
C -0.900 -2.123 -0.955
C 2.817 0.815 -1.825
C 1.006 -3.362 -0.152
C 8.518 5.607 -1.689
C -0.284 -2.135 1.503
C 0.253 -2.662 -1.300
C 3.416 -2.655 1.436
C 0.667 4.304 -0.436
C -0.444 -4.616 -3.300
C 4.940 -7.268 3.771
C 2.057 -2.470 2.130
C 4.490 3.495 -0.290
C -2.780 0.224 -1.235
C -1.404 7.785 1.293
C 4.701 7.608 3.122
C 8.590 6.526 -2.831
C 3.950 0.085 -1.240
C -5.013 -2.594 5.592
C -5.170 5.056 -1.068
C -2.257 1.296 1.117
C 2.479 -4.734 3.363
C -0.879 6.547 1.881
C -1.834 1.119 -0.370
C 6.575 8.408 -1.806
C -4.490 -4.690 3.115
H 1.635 -4.512 -2.677
H 6.031 4.067 -1.600
H -1.451 8.562 2.054
H 5.792 6.763 -0.751
H -0.753 8.115 0.485
H -0.518 -5.022 -4.314
H 7.597 6.668 -3.254
H -4.675 -2.701 7.663
H -4.692 1.241 -5.238
H 4.721 8.435 1.188
H 0.939 3.688 0.418
H 1.251 -3.646 -4.185
H 3.097 1.847 -2.015
H -2.404 7.611 0.898
H -0.304 4.757 -0.252
H 2.527 0.343 -2.764
H 0.607 3.678 -1.325
H -5.373 -4.616 3.745
H 8.980 7.488 -2.506
H 1.972 0.798 -1.139
H 3.959 6.838 1.308
H -4.290 3.322 -0.282
H 5.337 -8.916 5.014
H 2.026 -1.420 2.448
H -9.475 -3.295 -1.967
H 3.418 -2.133 0.476
H 4.177 -2.179 2.061
H 2.249 -2.709 4.280
H 9.247 6.113 -3.594
H 2.547 -5.070 2.327
H -0.457 -1.595 2.427
H -4.322 3.402 -2.050
H -3.240 0.319 -5.666
H -4.093 -3.694 2.943
H 6.494 3.991 0.105
H 0.401 -6.146 -1.974
H 6.265 2.495 -0.814
H 5.404 -7.337 5.819
H 3.112 8.272 1.914
H -6.222 -3.379 7.121
H 4.577 7.862 -1.426
H -10.438 -3.656 -3.412
H 0.796 -3.432 3.564
H -6.162 -3.834 -0.574
H -3.091 1.835 -4.761
H -4.713 -4.266 6.829
H -5.809 3.053 -1.151
H -1.147 -5.458 -1.427
H 3.695 -3.689 1.231
H 3.456 -4.731 3.844
H -6.202 -4.781 -2.064
H -8.946 -2.708 -3.556
H 1.793 -5.424 3.861
H -4.684 -4.010 -1.537
H -1.255 -3.892 -3.181
H 3.837 -8.044 5.383
H 5.462 6.760 -2.493
H -1.132 -6.594 -2.816
H -4.769 -5.131 2.159
*
```

The calculation puts the total energy at -3951.78262 Ha. As for the LUMO energy: -0.053 Eh. As for the HOMO energy: -10.3 eV.